A molecular structure, C54H42AuO3P3S2Si at a distorted geometry, computed with ωB97M-V/def2-TZVPD.

The geometry in XYZ format:
```
106
Properties=species:S:1:pos:R:3:lowdin_charge:R:1
H 2.979 1.498 -2.577 -0.0318
C 6.294 -0.403 -2.011 -0.0807
H 3.489 -1.093 2.492 0.1032
H -4.055 1.102 0.784 0.0977
P -1.554 2.297 -0.204 1.0336
C 4.200 1.664 1.458 -0.0582
C -4.172 1.323 -0.269 -0.0875
C 3.913 0.972 -2.416 -0.0961
C 3.263 -4.056 0.032 -0.0643
H -3.104 -1.598 1.801 0.1046
C -1.189 1.488 2.435 -0.2733
C 2.971 1.049 1.247 -0.3737
C -4.925 -2.204 0.844 -0.0903
C 5.254 -0.556 -1.110 -0.0943
S 0.859 2.340 -2.377 0.3151
H -3.975 3.794 3.830 0.1083
H -2.137 6.897 -2.007 0.1060
H 1.239 -3.161 -4.352 0.1157
H -2.721 2.301 5.356 0.1064
C 0.138 -2.915 4.087 -0.0707
C -2.918 3.137 2.085 -0.0756
H 1.423 6.103 0.233 0.1059
O -1.033 0.294 -2.706 -0.5767
H 5.007 1.500 0.756 0.1064
C 0.695 -4.887 -3.183 -0.0802
H -0.949 0.839 4.472 0.0994
C -2.499 2.306 4.297 -0.0694
C 0.073 -5.321 -2.019 -0.0860
H 2.704 -2.592 -1.434 0.1035
H 6.960 0.529 -3.825 0.1031
C -1.500 1.487 3.797 -0.0905
H 0.318 -1.570 -2.793 0.0442
C 4.061 0.141 -1.306 -0.3451
C 2.962 -2.775 -0.399 -0.0929
C -3.204 3.142 3.439 -0.0601
C 6.146 0.426 -3.117 -0.0781
H -2.507 2.697 -2.894 0.0918
C -1.180 4.049 -0.464 -0.3865
C -0.559 -3.817 3.297 -0.0593
C 0.247 -2.614 -2.547 -0.1127
C 4.382 2.501 2.550 -0.0621
H 4.827 1.742 -4.187 0.1118
C -1.922 2.299 1.582 -0.3754
H 7.222 -0.937 -1.854 0.1028
H -0.826 -4.791 3.688 0.1083
H 3.859 -5.280 1.689 0.1033
S -0.143 1.047 -3.652 0.0661
H 3.215 -4.880 -0.667 0.1062
P 2.649 -0.045 -0.173 1.0531
Si 0.249 0.500 1.738 0.6490
C 3.015 -1.704 0.493 -0.3663
C -5.495 1.254 -2.273 -0.0710
H 1.110 -5.604 -3.879 0.1032
C -5.521 -2.616 -0.340 -0.0941
C -1.971 4.923 -1.197 -0.0711
H 3.468 3.423 4.259 0.1064
C 4.958 1.109 -3.319 -0.0580
H -0.943 -4.785 -0.236 0.0812
Au 0.197 0.494 -0.694 0.4521
H 5.365 -1.213 -0.256 0.1069
C 3.628 -4.277 1.352 -0.0783
C 3.408 -1.928 1.808 -0.0896
H 1.271 2.358 3.877 0.0991
C -3.571 -1.911 0.875 -0.1047
C 0.418 -1.653 3.595 -0.1045
H -1.532 -4.155 1.433 0.0950
O 0.853 0.169 -4.235 -0.4171
C 1.908 1.276 2.140 -0.2886
H 5.340 2.978 2.710 0.1081
C -3.149 1.961 -0.968 -0.3371
C -0.929 -3.468 2.009 -0.0834
P -1.010 -1.736 -0.244 1.0656
H -2.823 -2.461 -2.387 0.1145
C -0.305 6.639 -0.927 -0.0758
H -6.144 0.504 -0.370 0.1015
C -2.799 -2.049 -0.281 -0.3396
H -6.573 -2.870 -0.355 0.1028
H 4.023 -3.378 3.259 0.1051
C 3.712 -3.212 2.234 -0.0773
C -3.302 2.235 -2.329 -0.1011
H -5.514 -2.123 1.749 0.1045
C -4.475 1.879 -2.973 -0.0505
H 0.001 -6.381 -1.809 0.1026
H -2.924 4.597 -1.592 0.1000
C 0.470 5.775 -0.162 -0.0731
H 0.056 7.637 -1.142 0.1036
C 0.037 4.484 0.065 -0.1280
C 0.770 -3.530 -3.449 -0.0601
H -5.239 -2.992 -2.431 0.1072
C -4.768 -2.695 -1.503 -0.0738
C -3.413 -2.405 -1.480 -0.0677
C 0.057 -1.287 2.298 -0.2852
H 0.651 3.787 0.628 0.0978
C -0.365 -3.037 -1.368 -0.3433
H 0.923 -0.934 4.234 0.1052
C -5.347 0.986 -0.920 -0.0826
C 2.101 2.148 3.210 -0.0837
C -0.588 -2.224 1.478 -0.3532
H 0.442 -3.191 5.089 0.1073
C -0.458 -4.408 -1.123 -0.0834
H -4.576 2.087 -4.030 0.1148
C -1.527 6.219 -1.425 -0.0676
H -6.407 0.967 -2.782 0.1044
C 3.332 2.751 3.422 -0.0709
O -0.903 1.839 -4.590 -0.3999
H -3.467 3.780 1.406 0.1181
```

Summary:
Gap between HOMO and LUMO (alpha / beta) (hartree): 0.1944 / 0.1944
Charge: 0
Total energy (hartree): -4554.38334
F_max (hartree/bohr): 0.0480
Lowest unoccupied orbital energy (alpha / beta) (eV): -0.981 / -0.981

=====

A molecular structure, C54H43BrMoN6P2Se2Te at a distorted geometry, computed with ωB97M-V/def2-TZVPD.

The geometry in XYZ format:
```
110
Properties=species:S:1:pos:R:3:mulliken_spin:R:1
C -0.481 8.152 1.710 0.0008
Se -2.163 4.227 5.396 0.0000
H -3.752 -0.245 5.686 0.0000
C -4.241 4.496 2.936 0.0015
H -3.487 -0.459 -2.421 0.0006
H -2.775 -0.050 7.940 0.0001
Br 2.984 -0.023 -0.215 -0.0133
Se 1.076 -0.410 2.519 -0.0188
H 0.480 6.923 0.242 -0.0004
C -4.778 5.602 2.288 0.0000
C -0.773 5.771 1.545 -0.0006
C -0.870 2.052 2.221 0.0349
C 1.969 2.470 -1.029 0.1041
H -1.275 -1.492 2.217 -0.0146
H 1.992 5.661 5.076 0.0001
C -0.676 0.112 -4.886 0.0026
C 3.431 4.321 -1.738 0.0142
C -0.365 2.582 -1.462 0.0312
N -1.807 -0.998 0.272 -0.0122
H -4.132 6.384 1.914 0.0000
H -2.756 0.047 -4.400 0.0005
H 3.521 5.316 -2.156 0.0001
C 4.551 3.614 -1.407 -0.0091
Te 0.748 -2.923 -0.104 -0.0216
H 3.465 -2.647 0.197 0.0003
C 3.131 -4.303 -1.168 -0.0011
C -6.981 4.691 2.601 -0.0001
H 0.217 4.130 4.298 -0.0002
C 4.547 -5.834 -2.363 0.0001
C -4.027 -1.629 -0.370 -0.0040
C -0.108 0.968 6.127 0.0026
C -0.864 0.615 7.233 -0.0007
C 2.919 2.103 3.878 0.0061
H -0.039 9.068 1.340 0.0000
H -4.774 -1.670 -1.151 0.0002
C -3.266 -2.110 1.828 -0.0005
C 2.135 3.778 -1.581 -0.0146
H -7.088 2.801 3.618 0.0000
H 4.938 2.643 4.335 0.0001
H -6.574 6.559 1.629 0.0000
Mo 0.170 -0.088 0.021 2.0546
H 1.802 -5.070 -4.190 0.0001
H 0.125 -3.963 -2.527 0.0014
H 5.445 -6.435 -2.408 0.0000
C -0.225 3.873 -2.002 -0.0240
H 3.835 -6.460 -4.290 0.0000
N -1.050 1.347 1.069 -0.1324
H 1.483 0.076 -4.993 0.0008
C -1.517 -0.259 -2.667 0.0289
C 0.997 4.477 -2.033 0.0295
C -2.176 0.194 7.073 0.0011
C -1.741 -0.020 -4.031 0.0002
H -1.097 4.382 -2.390 -0.0001
C -1.911 7.026 3.273 0.0001
H 2.906 -4.134 0.966 0.0004
H -1.359 2.160 -1.476 -0.0147
C 2.249 4.669 4.731 0.0003
C 3.907 2.969 4.316 0.0007
C 0.751 -0.159 -3.009 0.0115
H -0.837 0.281 -5.941 -0.0001
P 0.280 1.383 3.421 0.0305
C 0.677 1.875 -0.903 -0.1559
C -2.729 0.085 5.804 0.0004
C -1.640 5.817 2.631 0.0004
C 2.502 -5.073 -3.363 0.0004
C -2.787 -1.037 -0.641 0.0132
H 3.173 1.101 3.557 -0.0035
C 1.011 -3.434 -2.180 0.0065
H -2.566 7.034 4.136 0.0000
C -1.337 8.195 2.804 0.0001
P -2.473 4.355 3.293 -0.0030
H -0.433 0.679 8.223 0.0000
H 4.998 -5.059 -0.417 0.0001
H -5.230 -2.622 1.088 -0.0001
C -6.154 5.695 2.125 0.0002
C 2.817 -3.513 0.077 0.0042
C -1.981 0.429 4.693 0.0055
C -5.072 3.489 3.420 -0.0001
C 4.294 -5.064 -1.240 -0.0005
C 2.242 -4.298 -2.237 0.0005
C -0.681 0.902 4.863 -0.0030
N -2.706 2.703 1.175 0.0167
H 4.345 4.906 5.116 0.0000
H -2.410 0.342 3.702 -0.0012
C 3.170 1.803 -0.732 -0.0149
H -8.052 4.770 2.476 0.0000
N -2.631 -0.485 -1.892 0.0095
C -1.934 2.965 2.254 0.0000
C -6.440 3.583 3.243 0.0000
H 1.136 -2.535 -2.778 -0.0007
H 5.538 4.027 -1.560 -0.0005
H -1.557 9.135 3.291 0.0000
H 0.915 1.305 6.245 0.0006
C -0.193 6.947 1.089 0.0011
H 5.298 1.706 -0.700 0.0008
H -0.560 4.827 1.056 0.0000
C 0.612 0.011 -4.358 -0.0065
H -4.637 2.647 3.948 0.0000
C 4.423 2.306 -0.912 0.0080
N -2.172 1.735 0.495 0.0311
H 1.741 -0.190 -2.575 -0.0123
C 3.648 -5.847 -3.419 0.0001
C -2.068 -1.539 1.486 0.0325
N -0.287 -0.284 -2.147 -0.0144
C -4.275 -2.164 0.870 0.0042
C 3.571 4.245 4.749 -0.0001
C 1.592 2.528 3.872 0.0033
H -3.400 -2.507 2.823 0.0005
H 1.117 5.468 -2.452 0.0001
C 1.253 3.814 4.292 0.0001
```

Summary:
Gap between HOMO and LUMO (alpha / beta) (hartree): 0.2120 / 0.1883
Charge: +2
2S+1: 3
Total energy (hartree): -10807.49989
F_max (hartree/bohr): 0.0249
Lowest unoccupied orbital energy (alpha / beta) (eV): -5.712 / -6.357
Relative energy (zero: lowest compared OMol25 entry of this formula, charge and spin) (eV): 0.516